[1]
Entry from the OMol25 dataset: C8H20N8O16Pb as an isolated structure in a non-equilibrium geometry (ωB97M-V/def2-TZVPD).

The HOMO energy comes out at -0.64 eV. The total energy is -58551.20589 eV. The frontier orbital gap is 3.646 eV. The value obtained for the energy above the lowest of the compared OMol25 structures with the same formula, charge and spin is 151.7 kcal per mole. Its net charge is -2.

```
53
C8H20N8O16Pb ωB97M-V/def2-TZVPD
Pb 21.49723 12.93044 27.43497
O 25.10334 12.54723 24.16703
C 24.02333 12.21116 24.74883
O 23.61509 12.95735 25.61350
O 23.54693 11.13616 24.45705
H 25.12339 11.71957 23.68106
O 24.92144 10.56075 29.31000
C 24.19335 10.50385 28.26028
O 23.02269 11.01310 28.29930
O 24.56628 9.76634 27.28316
H 25.61514 10.00965 28.94033
O 21.49935 13.43809 23.25621
C 20.57081 14.11581 23.91121
O 20.48918 13.92585 25.14237
O 20.04250 15.07067 23.34611
H 21.90238 13.01641 24.01868
O 18.66676 10.50877 25.65378
C 19.90851 10.20538 25.39428
O 20.19808 9.23990 24.67911
O 20.73655 10.89709 26.03631
H 18.72340 11.40741 25.98668
C 19.86611 12.35040 30.79259
O 20.50578 12.18441 29.78343
N 18.90158 11.57190 31.10837
N 20.01914 13.36393 31.54293
H 18.34232 11.82312 31.91101
H 18.76446 10.74691 30.54209
H 19.55909 13.64592 32.39671
H 20.77138 13.96046 31.22929
C 20.20619 16.07236 29.06679
O 20.54869 14.97707 28.83742
N 20.38735 17.13281 28.29666
N 19.36834 16.47254 29.87873
H 20.02593 18.00975 28.64370
H 20.79857 17.00495 27.38307
H 19.29948 17.46498 30.05317
H 18.73486 15.83399 30.33814
C 23.63559 14.23954 29.68361
O 23.49532 13.92437 28.53555
N 24.34962 15.26536 30.13633
N 23.13874 13.53007 30.66611
H 24.98858 15.76352 29.53327
H 24.24888 15.51309 31.11028
H 23.31718 13.78590 31.62673
H 22.88115 12.55873 30.56486
C 17.79174 13.21264 27.74667
O 18.74349 12.57462 27.25498
N 17.09065 12.78401 28.77984
N 17.43415 14.36947 27.34665
H 16.30297 13.27589 29.17699
H 17.60408 12.04985 29.24620
H 17.81724 14.64545 26.45380
H 16.48302 14.61751 27.57887
```

***

[2]
Entry from the OMol25 dataset: C8H21ClIOP2Sn as an isolated structure in a non-equilibrium geometry (ωB97M-V/def2-TZVPD).

The HOMO energy comes out at -19.06 eV. The total energy is -55685.40027 eV. The frontier orbital gap is 5.676 eV. Its net charge is +3.

```
35
C8H21ClIOP2Sn ωB97M-V/def2-TZVPD
C -1.44406 0.04767 0.45252
I -0.04502 0.01911 3.71208
H -2.40609 -0.00726 -0.06028
H -1.30535 0.98678 0.99139
H -1.32493 -0.87852 1.02221
Sn 0.02262 0.04748 -1.32903
P 0.41186 2.48695 -0.58471
C 0.05940 3.01611 1.11541
C 2.07824 3.12257 -0.87195
H 2.01096 4.21562 -0.96611
H -0.19011 4.57346 -1.54477
H 2.51809 2.65715 -1.76489
H -0.70801 3.20071 -2.62020
H 0.83356 2.64424 1.79998
H 2.70772 2.90521 0.00134
C -0.64528 3.57816 -1.58796
H 0.07541 4.11385 1.11971
H -1.64180 3.62884 -1.13270
H -0.91928 2.68773 1.48159
P 0.34314 -2.46864 -0.56966
C -0.03263 -2.95978 1.14547
C -0.74704 -3.57074 -1.54377
H 2.45435 -2.73324 -1.73677
H 1.91220 -4.27215 -0.94368
H 2.63037 -2.99150 0.02795
C 1.99076 -3.17975 -0.84576
H -0.81157 -3.22557 -2.58705
H -0.34528 -4.58921 -1.49635
H -0.05862 -4.05541 1.21368
H -1.00708 -2.59067 1.48047
H -1.75249 -3.60359 -1.10664
H 0.73314 -2.57577 1.83351
Cl -0.15370 0.00901 -3.74012
O -3.19209 -0.12774 4.92962
C -2.05134 -0.11110 4.70541
```

***

[3]
Entry from the OMol25 dataset: a 3-piece molecular cluster, C8H21N2O2 overall in a non-equilibrium geometry (ωB97M-V/def2-TZVPD).

The HOMO energy comes out at -1.70 eV. The total energy is -15710.32094 eV. The frontier orbital gap is 4.971 eV. Its net charge is -1.

```
33
C8H21N2O2 ωB97M-V/def2-TZVPD
N -1.47454 3.32441 1.08223
C -1.21376 2.20677 1.61830
C 0.13076 1.55824 1.38424
N 0.37423 1.34002 -0.02647
H -2.42610 3.60543 1.32656
H -1.98018 1.71873 2.22133
H 0.94223 2.19034 1.76170
H 0.13958 0.61144 1.96639
H -0.51963 1.27210 -0.50935
C -2.07286 -3.10840 2.01321
C -3.01490 -1.91369 2.07057
C -3.81768 -1.78228 0.78361
O -2.27628 -0.72387 2.30459
H -1.35484 -2.98855 1.19842
H -1.50160 -3.18744 2.93887
H -2.62132 -4.04096 1.85953
H -3.69616 -2.02537 2.91719
H -3.15051 -1.62330 -0.06695
H -4.48423 -0.92067 0.83686
H -4.41614 -2.67683 0.59454
H -1.66273 -0.59518 1.56545
C 4.25081 0.90876 -1.57905
C 3.37116 0.08302 -2.50961
C 2.87684 0.92013 -3.68344
O 2.27318 -0.44238 -1.79120
H 3.68037 1.74076 -1.16037
H 4.59407 0.29918 -0.74234
H 5.12423 1.30894 -2.10390
H 3.93919 -0.77369 -2.88650
H 2.27081 1.75466 -3.32314
H 2.24466 0.31897 -4.33906
H 3.70947 1.32013 -4.27014
H 1.76187 0.32056 -1.45209
```

***

[4]
Entry from the OMol25 dataset: an isolated ion of composition C8H21N2P and charge +2 in a non-equilibrium geometry (ωB97M-V/def2-TZVPD).

The HOMO energy comes out at -16.20 eV. The total energy is -20887.52015 eV. The frontier orbital gap is 9.678 eV. The value obtained for the energy above the lowest of the compared OMol25 structures with the same formula, charge and spin is 0.0 kcal per mole. Its net charge is +2. Its SMILES is C[C@H]([NH3+])[C@@H]1CC[NH2+][C@H]1[C@H](C)P.

```
32
C8H21N2P ωB97M-V/def2-TZVPD
C 1.19220 -1.43229 -0.41804
C -0.02889 -2.32368 -0.10839
C 0.66610 -0.14749 0.25739
C -0.77038 0.00630 -0.42114
C 1.82941 1.63867 -1.27077
C -2.04539 0.20150 1.72030
C 1.47483 1.07662 0.08206
C -1.76303 0.82776 0.35345
N -1.25036 -1.42993 -0.49741
N 2.74950 0.75031 0.75103
P -3.41511 0.90815 -0.55157
H 2.15604 -1.97005 0.01089
H 1.10458 -1.28571 -1.49630
H -0.03976 -3.12940 -0.79193
H -0.19883 -2.65505 0.91282
H 0.60811 -0.04530 1.42127
H -0.53251 0.44569 -1.39223
H 2.48339 2.50586 -1.13376
H 0.98048 1.96811 -1.95586
H 2.26628 0.81315 -1.76431
H -2.67460 -0.70529 1.84903
H -2.66146 0.92726 2.36656
H -1.12347 -0.07709 2.15054
H 0.95425 1.84632 0.55429
H -1.53295 1.88100 0.51673
H -1.42523 -1.71862 -1.51987
H -2.15052 -1.44143 -0.03933
H 3.49505 0.53638 0.01870
H 2.81960 -0.04141 1.38359
H 3.15902 1.56396 1.36632
H -3.58486 -0.51689 -0.54638
H -2.74150 1.02259 -1.80769
```

***

[5]
Entry from the OMol25 dataset: C8H22AsF6O7 as an isolated structure in a non-equilibrium geometry (ωB97M-V/def2-TZVPD).

The HOMO energy comes out at -7.52 eV. The total energy is -100134.06969 eV. The frontier orbital gap is 10.251 eV. Its net charge is -1.

```
44
C8H22AsF6O7 ωB97M-V/def2-TZVPD
As -16.46610 3.20256 12.50130
F -15.15783 2.24275 13.15452
F -15.26690 4.49489 12.36553
F -17.81313 4.24884 12.12032
F -17.52808 1.82167 12.50594
F -16.83081 3.66254 14.16806
F -16.11979 2.85905 10.81336
C -11.83393 3.12998 12.46294
O -12.50683 4.21696 11.83046
H -11.34145 2.52762 11.68231
H -11.08393 3.52265 13.15180
H -12.50358 2.39599 12.91647
H -13.44514 4.14267 12.06894
C -14.21197 4.48037 16.54488
O -14.73245 3.15845 16.45741
H -13.17867 4.50543 16.19341
H -14.74316 5.15345 15.86439
H -14.35324 4.83290 17.56500
H -15.39573 3.15910 15.75977
C -18.09136 7.36315 13.13664
O -18.50721 8.70594 13.31201
H -18.80968 6.74423 12.59267
H -17.20553 7.33183 12.48286
H -17.75136 6.85898 14.03625
H -18.69440 9.07826 12.45026
C -16.01662 4.58192 8.04445
O -16.73781 3.32378 7.93410
H -14.98957 4.41974 8.36596
H -16.16273 5.03990 7.07109
H -16.51669 5.17253 8.81570
H -16.68149 2.93213 8.81207
C -13.12974 1.99998 8.04789
C -14.02213 1.06935 8.84346
C -15.14793 0.38317 8.04788
O -14.75792 -0.97144 7.93537
C -13.64395 -1.18104 8.67697
O -13.12759 -2.24657 8.75833
O -13.21833 -0.06600 9.25370
H -13.82075 2.71685 7.59487
H -12.50183 1.48928 7.32368
H -12.49075 2.60867 8.68929
H -14.55706 1.54259 9.66570
H -15.28347 0.86110 7.07363
H -16.12551 0.47670 8.52176
```

***

[6]
Entry from the OMol25 dataset: a 2-piece molecular cluster, C8H22Cl2N3OP overall (ωB97M-V/def2-TZVPD).

The HOMO energy comes out at -8.89 eV. The total energy is -49506.13477 eV. The frontier orbital gap is 9.492 eV. The value obtained for the energy above the lowest of the compared OMol25 structures with the same formula, charge and spin is 0.0 kcal per mole. Its SMILES is CN(C)P(=O)(N(C)C)N(C)C.ClCCCl.

```
37
C8H22Cl2N3OP ωB97M-V/def2-TZVPD
O 1.87161 -0.56306 -1.81571
P 1.29761 0.06922 -0.61405
N 2.36191 0.63710 0.53010
C 2.99074 1.93448 0.32715
C 3.18405 -0.31846 1.25844
N 0.36726 -0.97572 0.25121
C -0.01752 -2.23786 -0.35652
C 0.00200 -0.81084 1.64251
N 0.35372 1.36432 -1.01120
C -0.39518 2.05850 0.01679
C 0.63676 2.15952 -2.19644
H 2.66005 2.66590 1.06932
H 2.77109 2.33088 -0.66474
H 4.07677 1.83563 0.36850
H 3.38978 0.05745 2.26357
H 4.12582 -0.51577 0.73742
H 2.65482 -1.26392 1.35172
H -1.09339 -2.27476 -0.54484
H 0.54973 -2.35731 -1.27551
H 0.23219 -3.06631 0.31516
H 0.13697 -1.76256 2.16628
H 0.57887 -0.01677 2.10334
H -1.06476 -0.56084 1.75669
H -1.00116 1.36214 0.59620
H 0.25373 2.62860 0.69241
H -1.08351 2.74834 -0.47272
H 1.19883 3.07030 -1.95328
H -0.30286 2.44331 -2.67276
H 1.22607 1.57314 -2.89861
Cl -4.64638 0.35741 -0.82696
C -3.54870 -0.93448 -0.30724
C -4.28236 -2.13805 0.22985
Cl -5.17641 -2.98172 -1.04272
H -2.87924 -0.52982 0.44994
H -2.94263 -1.26424 -1.14951
H -4.93898 -1.87945 1.05742
H -3.54729 -2.84430 0.61879
```